{"formula": "C63H130F15N9O11S5", "method": "ωB97M-V/def2-TZVPD", "elements": ["S", "S", "S", "S", "S", "F", "F", "F", "F", "F", "F", "F", "F", "F", "F", "F", "F", "F", "F", "F", "O", "O", "O", "O", "O", "O", "O", "O", "O", "O", "O", "N", "N", "N", "N", "N", "N", "N", "N", "N", "C", "C", "C", "C", "C", "C", "C", "C", "C", "C", "C", "C", "C", "C", "C", "C", "C", "C", "C", "C", "C", "C", "C", "C", "C", "C", "C", "C", "C", "C", "C", "C", "C", "C", "C", "C", "C", "C", "C", "C", "C", "C", "C", "C", "C", "C", "C", "C", "C", "C", "C", "C", "C", "C", "C", "C", "C", "C", "C", "C", "C", "C", "C", "H", "H", "H", "H", "H", "H", "H", "H", "H", "H", "H", "H", "H", "H", "H", "H", "H", "H", "H", "H", "H", "H", "H", "H", "H", "H", "H", "H", "H", "H", "H", "H", "H", "H", "H", "H", "H", "H", "H", "H", "H", "H", "H", "H", "H", "H", "H", "H", "H", "H", "H", "H", "H", "H", "H", "H", "H", "H", "H", "H", "H", "H", "H", "H", "H", "H", "H", "H", "H", "H", "H", "H", "H", "H", "H", "H", "H", "H", "H", "H", "H", "H", "H", "H", "H", "H", "H", "H", "H", "H", "H", "H", "H", "H", "H", "H", "H", "H", "H", "H", "H", "H", "H", "H", "H", "H", "H", "H", "H", "H", "H", "H", "H", "H", "H", "H", "H", "H", "H", "H", "H", "H", "H", "H", "H", "H", "H", "H", "H", "H"], "xyz": [[0.08801, -0.96155, -1.22763], [-6.37159, -1.85623, -1.81657], [0.13283, 1.53091, 0.01984], [5.10690, -4.73919, 0.86733], [-4.71266, 0.03587, -0.48883], [0.98334, -2.75875, 0.53704], [-1.79566, 1.20992, 1.81832], [2.61297, -5.01587, 1.31872], [3.80141, -5.91391, 2.87424], [-8.14239, -1.08710, 0.06981], [-5.14839, 1.97321, 1.16323], [3.59745, -3.73339, 2.79005], [0.96720, -3.41174, -1.49536], [-8.81585, -2.67566, -1.13904], [-5.39756, 2.51010, -1.00728], [0.16355, 1.73389, 2.74326], [-6.90533, 1.45396, 0.03757], [-8.78547, -0.69650, -1.99202], [-1.02598, 3.19951, 1.46111], [2.41294, -1.91815, -0.83837], [-0.62475, 1.93187, -1.11598], [-3.44663, 0.48968, -0.92961], [4.82186, -5.99248, 0.19583], [0.65112, -0.41612, -2.45738], [-6.66582, -2.10242, -3.21236], [4.78236, -3.51559, 0.20799], [1.35255, 2.29128, 0.21638], [-4.84593, -0.76256, 0.67297], [-1.26415, -1.45718, -1.28839], [6.32602, -4.67595, 1.62392], [-5.71777, -2.95711, -1.13275], [-3.93333, -1.10314, -5.24046], [1.41001, 3.78527, -3.88652], [-4.16870, -3.69352, 1.97970], [7.70807, -0.64769, 1.16971], [-5.57284, -0.49428, -1.77408], [-3.85637, 12.54833, 2.58687], [1.94016, -0.60584, 7.71161], [5.68704, -7.66146, -2.86175], [0.34706, -0.10566, 0.04666], [2.68373, 4.00164, -4.71699], [-3.34195, -5.93126, 1.37426], [6.70045, 0.80689, -0.38245], [7.22379, -0.94014, 3.72852], [9.13086, -0.06275, 1.31279], [-2.78291, 0.50659, -3.83194], [-0.71461, 1.89704, 1.59631], [5.18858, -6.21194, -2.77501], [-4.18801, -2.53589, -5.59956], [-8.02231, -4.31892, 2.14096], [7.06006, -7.78600, -2.29013], [-8.11653, -1.57489, -1.19315], [-5.19909, -2.74857, -6.73892], [-3.73840, 12.94101, 4.02363], [-1.35113, -2.41675, 6.55894], [-5.25990, -0.32566, -5.14037], [5.87208, -9.74977, -1.62017], [1.23563, -2.35193, -0.72085], [-5.32355, -4.24234, -7.13894], [-3.10905, 14.37436, 3.99274], [3.22206, 4.00665, -2.28399], [7.26360, -9.33182, -2.09955], [-3.55564, -4.89525, 2.51361], [-0.08510, -2.26380, 7.41795], [3.44487, 1.23826, 7.80905], [-5.60841, -3.81973, 1.62824], [-0.14305, 3.81554, -5.93172], [7.19609, -0.45866, -1.12630], [-4.05128, -2.55725, 2.93249], [-2.94828, -0.38143, -6.15507], [-3.93820, 11.09147, 2.44689], [1.79643, 4.45908, -2.52014], [6.64792, -2.04920, 4.72235], [0.57475, -0.99908, 7.15264], [3.69344, -4.30267, -2.88829], [3.23105, 0.68280, 9.28960], [-6.60724, -3.99639, 2.79137], [-5.05686, 13.21467, 1.98052], [2.25365, 0.69674, 7.00706], [-8.25110, -5.82378, 2.06121], [7.42204, -1.60468, 2.32755], [-2.56280, 0.85558, -5.30899], [3.72587, -4.86464, 2.03800], [2.04158, -0.21202, 9.15781], [6.69245, 0.40474, 1.02958], [-2.42189, 14.47779, 2.62325], [-5.60075, 1.56515, -0.02039], [-1.21890, 4.18487, -8.33133], [-3.24479, -0.98521, -3.92136], [5.78351, -8.04977, -4.30987], [-3.41071, -3.53471, 0.69868], [-3.92351, 10.45981, 1.02641], [1.04871, 2.30147, -3.63612], [3.86324, -5.78310, -3.37893], [3.00292, -1.70290, 7.35433], [-3.29418, -4.96536, 0.13273], [3.80716, 3.91216, -3.68924], [-2.53664, 13.15300, 1.99868], [0.24512, 4.45279, -4.53993], [-4.36645, 8.94904, 1.07353], [-0.92390, 4.79237, -6.85578], [7.51703, -1.47636, -0.07499], [4.91301, -8.69005, -2.09562], [-5.04701, 13.10454, 0.89027], [7.43004, 1.59209, -0.59763], [0.66453, -3.06610, 7.35107], [0.59502, 5.45798, -4.76222], [7.31222, -2.87139, 4.65025], [-5.94803, -0.84913, -4.46154], [5.89624, -9.72982, -0.52714], [-1.54207, 1.20319, -5.46156], [4.37198, 3.02654, -3.89375], [8.10214, -0.20327, -1.70390], [-4.17779, -4.98614, -0.53823], [-6.22687, -4.34804, -7.66663], [-2.32269, 4.33421, -8.44028], [-4.74208, -2.19439, -7.57505], [-4.87425, 10.81702, 3.02469], [3.66806, -4.28856, -1.79744], [1.90093, 1.83459, -3.22476], [3.03925, -1.68037, 6.26216], [1.46551, 1.43659, 7.11951], [-1.01096, 3.12806, -8.44621], [2.61797, 3.23497, -5.47588], [-5.27511, -4.89182, -6.25921], [5.69312, -10.74079, -2.01548], [-4.46793, -2.94903, 3.87940], [-1.90270, 0.37307, -3.27203], [6.41117, -0.84499, -1.81274], [3.97267, -9.00219, -2.58910], [-3.47530, 1.01363, -3.22377], [-2.14244, -1.07896, -6.27845], [-3.93269, 15.09939, 4.00440], [-0.74821, 2.89222, -5.78173], [6.52239, -1.73092, 5.75792], [-3.89416, -1.33426, -3.14351], [-4.68982, 10.98049, 0.37734], [-3.93112, -2.85642, 0.02145], [2.63122, 4.96172, -5.18762], [6.41145, -2.00240, 2.09530], [0.83786, 3.59216, -6.34917], [6.33176, -8.93853, -4.38316], [2.73214, -2.68984, 7.73636], [-5.89995, 12.68071, 2.35036], [8.13797, -0.59394, 4.19879], [3.57113, 2.35176, 7.80935], [9.05560, 0.95444, 1.77822], [3.80151, 4.58374, -1.58982], [-2.40745, -6.52616, 1.58801], [-6.28196, -4.84191, 3.41247], [2.12259, -1.11345, 9.78831], [-2.38997, -1.68341, -3.98870], [9.46261, 0.20669, 0.31055], [-4.65088, 12.88860, 4.55299], [-8.81585, -3.92730, 2.80887], [-5.69255, -0.20424, -6.15315], [1.07344, 0.22730, 9.37798], [-2.47117, -4.89475, -0.57758], [3.97666, -1.35362, 7.64367], [-4.99454, 0.62859, -4.75240], [4.55596, 4.64044, -4.01737], [4.12498, 0.07101, 9.56410], [0.68140, -0.98705, 6.08294], [4.60959, -8.09637, -1.21845], [-2.48858, 14.50204, 4.88468], [2.39907, 0.51737, 5.93589], [-0.75500, 4.73316, -9.11216], [-4.45348, -4.52686, -7.74575], [-5.82158, -2.86282, 1.15705], [2.83935, -3.83106, -3.31338], [4.81528, -8.18892, -4.77859], [-3.14793, 1.70655, -5.64544], [-2.15941, -1.72556, 6.87007], [7.68542, -9.72539, -2.99153], [7.00076, -7.26903, -1.35544], [-3.13087, 10.68310, 3.12230], [4.59487, -3.82280, -3.20947], [3.11075, 2.99825, -1.80775], [-2.43789, -3.09206, 0.97339], [6.44831, -0.18397, 3.57921], [-3.45510, -0.08814, -7.02815], [7.99922, -9.61682, -1.34232], [-3.22759, -3.02569, -5.91121], [-9.24194, -6.10427, 1.68694], [-2.56130, 13.13746, 0.88415], [5.72166, -0.01131, 1.31446], [6.68975, -2.18217, 0.11339], [1.06045, 4.18311, -1.75744], [-0.06954, -0.10643, 7.38450], [-3.01005, 12.29730, 4.45735], [-5.12543, 14.23985, 2.35966], [-6.16439, -2.24998, -6.54269], [1.73926, 5.53187, -2.64670], [-6.58654, -3.08450, 3.45832], [-1.90905, 4.96059, -6.36845], [-4.60463, -3.08099, -4.74213], [-0.66222, 4.51695, -3.89230], [-1.30766, 14.70635, 2.75628], [-5.62357, -4.65509, 0.90225], [3.05248, -6.38900, -2.95960], [-2.95501, -2.36323, 2.98194], [-5.45895, 8.93985, 1.25380], [3.03838, 1.40428, 10.08183], [9.78337, -0.75902, 1.85195], [5.98064, -5.73389, -3.30510], [5.79124, 1.18372, -0.85536], [4.40163, 0.90420, 7.37660], [3.79285, -5.77777, -4.43865], [5.15426, -6.00329, -1.68116], [-2.61097, -4.52454, 2.94642], [-4.11769, -5.20721, 3.39739], [8.43928, -2.07162, -0.26337], [-7.53456, -6.30131, 1.36296], [5.69619, -2.48813, 4.43337], [-1.14204, -2.15652, 5.53415], [-4.05952, 8.42501, 0.15536], [-8.07179, -3.85258, 1.16997], [-2.93350, 10.57639, 0.55777], [-0.31069, -2.27850, 8.51702], [6.95336, 1.23341, 1.68260], [6.38757, -7.28355, -4.78670], [-4.54398, -1.69249, 2.59534], [-1.69448, -3.47390, 6.67840], [-3.86927, 8.40086, 1.91088], [-8.18922, -6.26848, 3.05134], [8.15556, -2.43275, 2.34793], [0.77571, 1.89189, -4.54457], [-1.76481, 12.49377, 2.40948], [7.84827, -7.28423, -2.85515], [-0.52788, 5.79000, -6.88553], [-4.14096, -6.63127, 1.28375], [0.25353, 2.28347, -2.89054], [-2.84513, 15.31862, 2.13205]], "mulliken_charge": [1.178, 1.110, 1.162, 0.969, 0.878, -0.222, -0.083, -0.211, -0.234, -0.221, -0.199, -0.214, -0.223, -0.204, -0.210, -0.238, -0.190, -0.227, -0.219, -0.043, -0.677, -0.588, -0.699, -0.675, -0.823, -0.561, -0.674, -0.614, -0.287, -0.666, -0.618, 0.934, 0.672, 0.873, 0.381, -0.348, 0.121, 0.336, 0.187, -0.580, -0.713, -0.950, -0.428, -0.178, -0.782, 0.669, 0.233, -0.055, -0.774, -0.078, -0.489, 0.440, -0.395, -0.666, -1.230, -1.153, -0.526, 0.193, -1.357, -0.616, -0.402, -0.835, -0.746, -0.262, -0.614, -0.314, 0.343, -0.726, -1.114, -1.352, -0.760, -0.683, -1.318, -0.912, -0.997, -0.633, -0.488, -0.935, -0.775, -1.294, -0.555, 0.573, 0.515, -0.520, -0.876, -0.595, 0.462, -1.202, -0.022, -1.064, 0.526, -0.180, -1.883, -0.401, -1.265, -0.937, -0.901, -0.483, -0.979, -1.270, -0.672, 0.158, -0.336, 0.318, 0.325, 0.337, 0.462, 0.423, 0.217, 0.393, -0.193, 0.399, 0.332, 0.390, 0.398, 0.291, 0.269, 0.374, -0.086, 0.819, 0.495, 0.424, 0.342, 0.527, 0.333, 0.274, 0.436, -1.085, 0.375, 0.465, 0.785, 0.370, 0.301, -0.420, 0.389, -0.671, 0.206, -1.122, 0.422, -0.220, 0.327, 0.510, 0.335, 0.382, 0.327, 0.381, 0.290, 0.593, 0.340, 0.309, 0.415, 0.368, 0.401, 0.423, 0.368, 0.374, 0.423, 0.594, 0.490, 0.606, 0.406, 0.322, 0.439, 0.097, 0.367, 0.539, 0.380, 0.356, 0.017, 0.557, 0.332, 0.412, 0.371, 0.360, 0.310, 0.334, 0.378, 0.024, 0.713, 0.267, 0.447, 0.409, 0.328, 0.410, 0.396, 0.429, -0.437, 0.310, 0.291, 0.419, 0.438, 0.407, 0.462, 0.365, 0.325, 0.386, 0.430, 0.318, 0.299, 0.306, 0.427, 0.350, 0.357, 0.294, 0.425, 0.211, 0.229, 0.469, -0.411, 0.551, 0.479, 0.509, 0.255, 0.261, 0.325, 0.357, -0.133, 0.381, 0.303, 0.472, 0.355, 0.242, 0.402, 0.318, 0.344, 0.654, 0.713, 0.374, 0.471, 0.487, 0.374, 0.284, 0.330], "largest_force_ha_per_bohr": 0.079, "total_charge": 4, "energy_ha": -7286.523669}